Here is C3H8CsO as an isolated structure at a distorted geometry from OMol25. Energies are from ωB97M-V with the def2-TZVPD basis set.

```
! wB97M-V def2-TZVPD RIJCOSX def2/J DEFGRID3
* xyz 1 1
H -0.339 0.754 1.871
C 0.113 0.092 1.133
Cs -0.959 2.647 1.669
C -0.493 -0.024 -0.275
H 1.339 -0.871 -1.196
O -0.406 1.226 -0.981
H 1.161 0.352 0.984
H 0.526 1.372 -1.162
H -1.531 -0.204 0.005
C 0.286 -1.139 -1.114
H -0.162 -1.315 -2.092
H 0.242 -2.018 -0.471
H 0.221 -0.873 1.627
*
```

Results
E_HOMO = -14.5 eV
relative energy (zero: lowest compared OMol25 entry of this formula, charge and spin) = 168.4 kJ/mol
gap between HOMO and LUMO = 10.87 eV
E_tot = -5829.3789 eV